[1]
An isolated ion of composition C7H8N3S3 and charge +1 in a non-equilibrium geometry, computed with the ωB97M-V functional and the def2-TZVPD basis.

E_tot   -1630.0464 Ha
Kohn-Sham gap (alpha / beta)   7.05 / 7.05 eV
Relative energy (zero: lowest compared OMol25 entry of this formula, charge and spin)   0.244 eV
Charge   +1

Element x y z (Å)
1 C 1.940 -1.360 -3.474
2 C 0.240 -0.526 -1.947
3 C 1.113 0.396 -2.451
4 C 0.610 -1.511 1.113
5 C -0.714 0.077 -1.063
6 C -0.512 1.506 -0.955
7 C -1.358 2.410 -0.188
8 N 1.957 -0.116 -3.315
9 N 1.596 -1.241 0.390
10 N 0.528 -2.175 2.297
11 S 0.499 -2.127 -2.560
12 S 0.762 1.999 -1.963
13 S -0.927 -0.750 0.699
14 H 2.631 -2.083 -4.020
15 H -1.841 -0.243 -1.143
16 H -2.413 2.085 -0.506
17 H -1.073 3.447 -0.523
18 H -1.100 2.193 0.899
19 H 2.421 -1.721 0.660
20 H 1.242 -2.684 2.752
21 H -0.396 -2.563 2.559

---

[2]
A 2-piece molecular cluster, C7H8N4O overall in a non-equilibrium geometry, computed with the ωB97M-V functional and the def2-TZVPD basis.

E_tot   -565.6000 Ha
Kohn-Sham gap (alpha / beta)   7.12 / 7.59 eV
Relative energy (zero: lowest compared OMol25 entry of this formula, charge and spin)   6.116 eV

Element x y z (Å)
1 C 2.758 -0.588 -1.868
2 C 2.524 0.878 -1.851
3 C 1.867 -1.417 -1.241
4 C 1.418 1.363 -1.252
5 C 0.705 -0.918 -0.609
6 C 0.545 0.523 -0.545
7 C -1.283 -1.617 0.479
8 N -0.072 -1.855 -0.078
9 N -0.411 0.970 0.198
10 N -1.866 -0.562 0.794
11 N -2.867 0.248 -2.465
12 O -0.708 2.035 0.616
13 H 3.638 -0.964 -2.327
14 H 3.095 1.487 -2.410
15 H 2.075 -2.406 -1.224
16 H 1.107 2.450 -1.147
17 H -1.890 -2.436 0.828
18 H -3.828 0.213 -2.450
19 H -2.498 0.203 -1.536
20 H -2.560 -0.560 -2.898

---

[3]
One molecule with the formula C7H8N4OS in a non-equilibrium geometry, computed with the ωB97M-V functional and the def2-TZVPD basis.

E_tot   -963.8372 Ha
Kohn-Sham gap   8.40 eV
Relative energy (zero: lowest compared OMol25 entry of this formula, charge and spin)   4.295 eV
SMILES string   NC(=S)N/N=C\c1ncccc1O

Element x y z (Å)
1 N -3.328 -1.209 -0.384
2 C -2.157 -0.342 -0.515
3 S -1.008 -0.647 -1.606
4 N -2.272 0.803 0.166
5 N -1.448 1.945 -0.014
6 C -0.220 2.100 -0.170
7 C 0.948 0.912 -0.135
8 N 1.825 1.131 -1.127
9 C 2.824 0.153 -1.116
10 C 2.889 -0.974 -0.269
11 C 1.926 -1.127 0.760
12 C 0.928 -0.186 0.737
13 O -0.326 -0.208 1.434
14 H -2.823 -2.204 -0.646
15 H -3.659 -1.177 0.514
16 H -3.158 1.306 0.417
17 H -0.022 3.197 -0.070
18 H 3.635 0.526 -1.728
19 H 3.806 -1.375 -0.249
20 H 1.830 -2.015 1.503
21 H -0.192 -0.610 2.495

---

[4]
One molecule with the formula C7H8N4S in a non-equilibrium geometry, computed with the ωB97M-V functional and the def2-TZVPD basis.

E_tot   -888.4859 Ha
Kohn-Sham gap (alpha / beta)   8.09 / 8.09 eV
Relative energy (zero: lowest compared OMol25 entry of this formula, charge and spin)   6.977 eV
SMILES string   C=[SH](=C)n1ncc2cncnc21

Element x y z (Å)
1 C -2.888 -0.532 1.379
2 S -2.092 -0.303 -0.108
3 C -3.202 -0.279 -1.358
4 N -0.313 0.435 0.062
5 N -0.130 1.795 -0.062
6 C 1.162 2.059 -0.102
7 C 1.875 0.849 0.026
8 C 3.175 0.415 0.007
9 N 3.385 -0.891 -0.069
10 C 2.390 -1.719 0.112
11 N 1.112 -1.448 0.028
12 C 0.875 -0.178 -0.055
13 H -2.063 -0.427 2.012
14 H -3.761 0.036 1.534
15 H -1.274 -1.462 -0.202
16 H -2.805 -0.291 -2.448
17 H -3.709 0.721 -1.138
18 H 1.418 3.015 0.088
19 H 4.119 0.942 0.161
20 H 2.724 -2.738 0.133

---

[5]
An isolated ion of composition C7H8N5 and charge +1 in a non-equilibrium geometry, computed with the ωB97M-V functional and the def2-TZVPD basis.

E_tot   -545.0234 Ha
Kohn-Sham gap   8.13 eV
Relative energy (zero: lowest compared OMol25 entry of this formula, charge and spin)   0.107 eV
SMILES string   c1cnc[n+](Nc2cc[nH]n2)c1
Charge   +1

Element x y z (Å)
1 C 2.594 1.398 -0.047
2 C 3.696 0.548 -0.051
3 N 3.543 -0.768 0.043
4 C 2.353 -1.269 0.116
5 N 1.234 -0.502 0.092
6 N -0.057 -1.200 0.189
7 C -1.271 -0.543 0.109
8 C -2.524 -1.163 -0.065
9 C -3.422 -0.120 -0.014
10 N -2.714 1.004 0.170
11 N -1.408 0.773 0.249
12 C 1.334 0.833 0.034
13 H 2.701 2.468 -0.107
14 H 4.714 0.902 -0.124
15 H 2.250 -2.343 0.200
16 H -0.010 -2.183 -0.031
17 H -2.730 -2.204 -0.196
18 H -4.490 -0.114 -0.097
19 H -3.054 1.951 0.254
20 H 0.406 1.395 0.053

---

[6]
One molecule with the formula C7H8NO2P in a non-equilibrium geometry, computed with the ωB97M-V functional and the def2-TZVPD basis.

E_tot   -818.1273 Ha
Kohn-Sham gap   8.35 eV
Relative energy (zero: lowest compared OMol25 entry of this formula, charge and spin)   1.020 eV
SMILES string   C[P@]1(=O)Nc2ccccc2O1

Element x y z (Å)
1 C 2.945 0.742 1.274
2 P 2.186 -0.016 -0.234
3 O 3.115 -0.474 -1.243
4 N 0.511 1.348 -0.536
5 C -0.533 0.515 -0.439
6 C -1.820 0.851 -0.840
7 C -2.854 -0.084 -0.678
8 C -2.574 -1.259 -0.065
9 C -1.248 -1.643 0.273
10 C -0.234 -0.785 0.098
11 O 1.064 -1.112 0.241
12 H 3.319 1.658 1.052
13 H 2.263 0.949 2.048
14 H 3.666 0.072 1.667
15 H 0.591 2.016 -1.168
16 H -2.159 1.821 -1.097
17 H -3.860 0.190 -1.159
18 H -3.213 -2.186 0.082
19 H -1.166 -2.602 0.723

---

[7]
One molecule with the formula C7H8NO2P in a non-equilibrium geometry, computed with the ωB97M-V functional and the def2-TZVPD basis.

E_tot   -817.8432 Ha
Kohn-Sham gap (alpha / beta)   6.48 / 6.76 eV
Relative energy (zero: lowest compared OMol25 entry of this formula, charge and spin)   8.750 eV
SMILES string   C[P@H](=O)C#C/C=C\C=C\N=O

Element x y z (Å)
1 C -2.059 1.814 0.469
2 P -2.324 0.367 -0.545
3 O -3.648 -0.206 -0.304
4 C -0.976 -0.813 -0.232
5 C 0.270 -0.999 -0.491
6 C 1.327 -1.882 -0.704
7 C 2.693 -1.496 -0.758
8 C 3.133 -0.234 -0.448
9 C 2.182 0.764 -0.152
10 N 1.933 2.010 -0.200
11 O 1.071 2.737 0.032
12 H -2.842 2.563 0.264
13 H -1.026 2.312 0.310
14 H -2.012 1.468 1.471
15 H -2.075 0.847 -1.770
16 H 1.146 -2.891 -1.068
17 H 3.499 -2.129 -0.927
18 H 4.260 -0.096 -0.508
19 H 0.984 0.295 -0.369